Record 1
Entry from OMol25: a cluster of 10 separate species, C33H73N7O10 in total at a distorted geometry (ωB97M-V/def2-TZVPD).

As for the SMILES: CNC(C)=O.CNC(C)=O.CNC(C)=O.CNC(C)=O.CNC(C)=O.CNC(C)=O.CNC(C)=O.C1CCOC1.C1CCOC1.C1CCOC1. The value obtained for the calculated total energy is -2436.89300 Ha. For the energy above the lowest of the compared OMol25 structures with the same formula, charge and spin, the calculation gives 0.00 kJ/mol.

Last column: Löwdin charge in e.
Cartesian coordinates (Å):
1 C -0.53529 2.25924 7.12706  -0.071
2 N -1.43124 2.62961 6.03424  0.004
3 C -1.24383 2.54615 4.70626  -0.534
4 C -2.36016 3.14484 3.81434  0.016
5 O -0.24678 1.99047 4.26159  0.020
6 H -0.85538 1.31991 7.57797  0.077
7 H -0.47328 3.00078 7.92353  0.077
8 H 0.51308 2.16195 6.84498  0.081
9 H -2.27313 3.06279 6.38591  0.131
10 H -2.34864 4.23244 3.88578  0.088
11 H -3.34118 2.74728 4.07443  0.062
12 H -2.27592 2.81715 2.77818  0.058
13 C 0.85794 -4.56216 -4.82637  -0.042
14 N 1.16403 -3.13829 -4.53848  0.052
15 C 2.24512 -2.60464 -4.01455  -0.535
16 C 3.56397 -3.35055 -3.77502  0.014
17 O 2.20842 -1.39632 -3.75334  -0.008
18 H -0.21989 -4.68539 -4.72055  0.079
19 H 1.24880 -5.24277 -4.06999  0.071
20 H 1.19285 -4.91301 -5.80251  0.080
21 H 0.35240 -2.53801 -4.57053  0.090
22 H 3.44734 -4.42519 -3.63480  0.060
23 H 3.95503 -2.96770 -2.83236  0.083
24 H 4.27291 -3.09355 -4.56207  0.086
25 C 2.78099 1.76224 -3.81589  -0.082
26 N 1.85969 2.53402 -3.00488  0.049
27 C 1.29905 3.65437 -3.43214  -0.527
28 C 1.58780 4.12835 -4.84603  0.002
29 O 0.53984 4.30835 -2.68229  -0.020
30 H 2.18730 1.07860 -4.42275  0.063
31 H 3.43469 1.07090 -3.28408  0.088
32 H 3.39588 2.35397 -4.49402  0.082
33 H 1.63878 2.13966 -2.10167  0.104
34 H 2.49973 4.72320 -4.79476  0.095
35 H 0.73009 4.70650 -5.18981  0.085
36 H 1.61933 3.22289 -5.45203  0.068
37 C -2.36498 4.69692 -0.14206  -0.057
38 N -1.00022 5.21997 -0.30379  0.024
39 C -0.25217 5.77397 0.69954  -0.539
40 C 1.21168 6.03195 0.48195  -0.005
41 O -0.77701 6.10521 1.78332  -0.019
42 H -2.82306 4.99094 0.80231  0.078
43 H -2.26878 3.61129 -0.15825  0.049
44 H -3.05200 5.01802 -0.92499  0.078
45 H -0.45980 4.81087 -1.05257  0.064
46 H 1.53775 5.75894 -0.52166  0.062
47 H 1.74561 5.44694 1.23081  0.085
48 H 1.36263 7.10884 0.55690  0.085
49 C 6.91778 -0.84497 3.16670  -0.062
50 N 5.57950 -0.26167 3.17992  0.002
51 C 4.44117 -0.91478 3.37645  -0.544
52 C 3.10963 -0.16431 3.35752  0.002
53 O 4.33158 -2.15526 3.40609  0.002
54 H 7.63681 -0.05074 2.96596  0.080
55 H 7.00223 -1.56446 2.35227  0.084
56 H 7.17787 -1.28534 4.12926  0.087
57 H 5.51112 0.72934 2.99741  0.132
58 H 2.48329 -0.42562 4.21046  0.078
59 H 2.46735 -0.50340 2.54474  0.071
60 H 3.30881 0.90609 3.40924  0.075
61 C -3.62559 0.01463 -0.51351  -0.053
62 N -4.34349 -0.00566 0.77450  0.016
63 C -4.57904 1.15032 1.47722  -0.510
64 C -5.28825 0.88069 2.83595  -0.010
65 O -4.23790 2.27712 1.13686  0.027
66 H -4.30667 -0.41923 -1.24562  0.082
67 H -2.74424 -0.62219 -0.43741  0.064
68 H -3.41906 0.99654 -0.93929  0.081
69 H -4.73487 -0.86559 1.13151  0.119
70 H -5.71174 1.78256 3.27798  0.075
71 H -4.72466 0.50994 3.69211  0.059
72 H -6.12422 0.21161 2.63200  0.073
73 C -1.80521 -2.08882 -6.46154  -0.050
74 N -1.51829 -0.87358 -5.67961  0.006
75 C -1.40428 -0.84073 -4.32546  -0.523
76 C -0.94941 0.51940 -3.75640  0.024
77 O -1.54356 -1.80045 -3.55816  0.006
78 H -0.87095 -2.46447 -6.87884  0.077
79 H -2.43473 -1.65725 -7.23972  0.084
80 H -2.30125 -2.86026 -5.87254  0.086
81 H -1.43621 -0.01313 -6.20209  0.130
82 H -1.57853 0.81737 -2.91764  0.078
83 H -0.89546 1.26589 -4.54884  0.076
84 H 0.06956 0.40426 -3.38689  0.048
85 C 1.35448 -4.23781 -0.00599  -0.146
86 C 0.02040 -3.81638 -0.63098  -0.167
87 C -0.58476 -5.11821 -1.13058  -0.161
88 O 0.53426 -6.00522 -1.23774  -0.115
89 C 1.68990 -5.44290 -0.82516  -0.279
90 H 1.02394 -4.62741 0.95685  0.116
91 H 2.12221 -3.48219 0.16050  0.118
92 H 0.18162 -3.11715 -1.45146  0.095
93 H -0.67784 -3.33813 0.05591  0.100
94 H -1.06980 -4.97560 -2.09624  0.110
95 H -1.27241 -5.58261 -0.42377  0.117
96 H 2.23563 -4.98518 -1.65026  0.095
97 H 2.34005 -6.11103 -0.26036  0.132
98 C -3.03268 -2.08556 3.31857  -0.177
99 C -2.21374 -1.00453 4.04709  -0.161
100 C -0.82355 -1.45069 3.73558  -0.215
101 O -0.95443 -2.83024 4.00494  -0.136
102 C -2.23435 -3.32741 3.55796  -0.187
103 H -3.06659 -1.95108 2.23744  0.090
104 H -4.06869 -2.11799 3.65578  0.108
105 H -2.31976 -1.02914 5.13163  0.127
106 H -2.36152 0.00560 3.66512  0.092
107 H -0.11432 -1.07150 4.47131  0.122
108 H -0.52114 -1.21627 2.71494  0.108
109 H -2.73302 -3.88909 4.34787  0.118
110 H -2.06867 -3.95426 2.68176  0.112
111 C -0.52807 1.06670 0.26803  -0.170
112 C -0.06291 -0.26876 -0.31843  -0.158
113 C 1.38991 -0.03587 -0.84442  -0.143
114 O 1.71090 1.26131 -0.27187  -0.164
115 C 0.75851 1.67485 0.72809  -0.168
116 H -1.26344 0.94211 1.06290  0.106
117 H -0.99884 1.73884 -0.44940  0.095
118 H -0.71149 -0.73421 -1.06058  0.075
119 H -0.05609 -0.99466 0.49467  0.083
120 H 1.27259 -0.00502 -1.92764  0.061
121 H 2.07460 -0.85183 -0.61310  0.115
122 H 0.64608 2.74302 0.91379  0.124
123 H 1.07394 1.18965 1.65177  0.100


Record 2
Entry from OMol25: a cluster of 3 separate species, C33H73O8P2 in total at a distorted geometry (ωB97M-V/def2-TZVPD).

The total charge is -1. The value obtained for the calculated total energy is -2585.56817 Ha.

Last column: Löwdin charge in e.
Cartesian coordinates (Å):
1 C -1.23644 3.40144 1.69023  -0.196
2 C -0.70392 1.99122 2.22119  -0.340
3 C -0.69392 0.86003 1.08173  -0.219
4 C 0.79637 0.58185 0.55031  -0.177
5 C 0.83464 0.62618 -1.03333  -0.198
6 C 1.34755 -0.69570 -1.74696  -0.216
7 C 0.87455 -2.04845 -1.09210  -0.205
8 C -0.69875 -2.31724 -1.26918  -0.171
9 C -1.47354 -2.45495 0.10454  -0.198
10 C -2.38982 -3.74100 0.22318  -0.190
11 C -3.29732 -4.03690 -1.03521  -0.212
12 C -4.65365 -3.22581 -1.09260  -0.210
13 C -4.51487 -1.65779 -0.87231  -0.202
14 C -4.98366 -1.32510 0.60853  -0.206
15 C -4.30472 -0.05139 1.26646  -0.194
16 C -4.04787 1.14721 0.27508  -0.220
17 C -5.35537 1.99647 -0.02118  -0.203
18 C -4.91845 3.23048 -0.92512  -0.194
19 C -5.33453 2.96335 -2.44608  -0.206
20 C -4.21528 3.56298 -3.40965  -0.255
21 C -3.62607 2.48155 -4.41642  -0.135
22 H -1.65165 3.32487 0.64444  -0.056
23 H -2.13143 3.69515 2.32761  -0.038
24 H 0.29787 2.05134 2.73727  0.058
25 H -1.45192 1.64728 3.00681  0.072
26 H -1.04236 -0.08226 1.58983  0.072
27 H -1.35088 1.15321 0.22470  0.069
28 H 1.39937 1.46133 0.92689  0.079
29 H 1.26067 -0.32776 1.00769  0.095
30 H 1.57763 1.43636 -1.30741  0.103
31 H -0.13589 0.95338 -1.50212  0.097
32 H 0.90117 -0.68342 -2.78985  0.104
33 H 2.46234 -0.65662 -1.90130  0.101
34 H 1.37715 -2.87625 -1.68295  0.083
35 H 1.19188 -2.19811 -0.02869  0.089
36 H -1.14147 -1.43751 -1.83033  0.107
37 H -0.82459 -3.20059 -1.95152  0.084
38 H -0.67934 -2.55318 0.90655  0.106
39 H -2.05647 -1.53665 0.37534  0.067
40 H -3.08384 -3.56828 1.10177  0.102
41 H -1.77034 -4.63729 0.48685  0.099
42 H -3.58649 -5.13207 -0.97066  0.103
43 H -2.78541 -3.91518 -2.02372  0.089
44 H -5.06240 -3.36251 -2.14118  0.102
45 H -5.44252 -3.60243 -0.38811  0.104
46 H -5.26577 -1.17717 -1.57216  0.105
47 H -3.51925 -1.23449 -1.15422  0.086
48 H -6.09116 -1.14314 0.58522  0.104
49 H -4.80818 -2.24092 1.24391  0.091
50 H -3.38943 -0.34844 1.85452  0.094
51 H -5.03554 0.33677 2.04152  0.108
52 H -3.34417 1.85512 0.81446  0.085
53 H -3.53656 0.86071 -0.68269  0.102
54 H -6.08125 1.32772 -0.57872  0.098
55 H -5.86904 2.34608 0.91044  0.104
56 H -5.39093 4.16831 -0.51475  0.110
57 H -3.79609 3.28546 -0.89048  0.092
58 H -6.32571 3.45602 -2.65292  0.102
59 H -5.40681 1.84660 -2.56180  0.093
60 H -4.72539 4.37034 -4.01514  0.096
61 H -3.34372 3.99616 -2.84636  0.102
62 H -4.41838 2.04855 -5.08733  0.068
63 H -3.15474 1.62311 -3.86563  0.066
64 H -2.83088 2.98576 -5.02421  0.063
65 O 2.96735 -4.94484 -2.98390  -0.217
66 P 3.67709 -6.16258 -2.38881  0.743
67 O 4.26773 -6.76407 -3.81845  -0.239
68 C 5.42857 -6.15291 -4.37223  -0.294
69 C 6.68444 -6.53555 -3.60822  -0.085
70 O 2.27436 -7.04175 -2.25813  -0.268
71 C 1.01488 -6.39774 -2.06130  -0.282
72 C 0.26899 -6.28424 -3.37754  -0.068
73 O 4.46102 -7.42384 -1.55187  -0.260
74 C 3.98938 -8.76823 -1.47933  -0.284
75 C 3.89303 -9.49238 -2.80774  -0.079
76 H 5.30440 -5.06614 -4.39707  0.109
77 H 5.50955 -6.50131 -5.40422  0.118
78 H 6.66952 -6.11938 -2.59690  0.070
79 H 7.57517 -6.16116 -4.11711  0.076
80 H 6.76359 -7.61945 -3.50900  0.073
81 H 1.13954 -5.42530 -1.58247  0.094
82 H 0.43715 -7.01820 -1.37032  0.117
83 H 0.88337 -5.83238 -4.15730  0.074
84 H -0.63728 -5.68563 -3.26027  0.068
85 H -0.01367 -7.27670 -3.73827  0.075
86 H 3.04482 -8.80742 -0.93454  0.112
87 H 4.71651 -9.29862 -0.85671  0.118
88 H 3.11101 -9.07990 -3.44453  0.068
89 H 3.66218 -10.54797 -2.64049  0.080
90 H 4.83187 -9.42558 -3.36028  0.071
91 O 0.91144 6.71692 2.98401  -0.247
92 P 1.60736 6.96243 4.33105  0.707
93 O 2.80100 7.98690 3.77800  -0.255
94 C 2.44111 9.32833 3.49160  -0.311
95 C 2.23113 10.13869 4.76019  -0.094
96 O 2.42953 5.51551 4.35699  -0.275
97 C 1.91563 4.36131 3.69516  -0.301
98 C 2.59143 4.18543 2.34976  -0.077
99 O 2.12063 7.23273 5.94895  -0.286
100 C 3.25973 6.63285 6.55293  -0.306
101 C 4.59017 6.97160 5.90731  -0.089
102 H 1.54480 9.34995 2.86338  0.106
103 H 3.26200 9.76212 2.91463  0.113
104 H 1.35730 9.78199 5.31153  0.066
105 H 2.07733 11.19477 4.52358  0.070
106 H 3.09122 10.04733 5.42610  0.069
107 H 0.82861 4.40737 3.59873  0.084
108 H 2.13890 3.49605 4.32852  0.111
109 H 2.55328 5.09654 1.75270  0.071
110 H 2.12182 3.37960 1.78214  0.044
111 H 3.65084 3.94514 2.48751  0.068
112 H 3.11926 5.55295 6.63213  0.107
113 H 3.27852 7.00944 7.58180  0.111
114 H 4.68509 6.53768 4.91252  0.067
115 H 5.41141 6.58435 6.51836  0.073
116 H 4.71291 8.05151 5.80476  0.066


| no. | Kohn-Sham gap (eV) |
| --- | --- |
| 1 | 8.86 |
| 2 | 1.22 |